Molecular formula: C39H66BN6O3ReS4Si
Method: DFT, wB97M-V/def2-TZVPD

Last column: Mulliken charge in e.
Positions of all 121 atoms, in Å:
Re: 1.10794 0.97895 0.52194  -0.3309
C: -3.37294 2.49155 -1.61700  -1.6391
C: -2.81849 1.09838 -1.50403  0.1505
C: -3.58116 -0.03349 -1.66271  -0.4378
C: -3.02217 -1.32189 -1.54820  -0.4660
N: -1.72263 -1.47644 -1.33705  -0.8193
N: -0.99476 -0.38039 -1.18855  0.9521
B: 0.57768 -0.49416 -1.05369  0.2198
N: 1.10256 -1.92574 -0.73721  0.3425
N: 0.68651 -2.90928 -1.57406  -0.2336
C: 1.15289 -4.11179 -1.35695  0.0250
C: 2.05097 -4.37158 -0.28722  -0.5958
C: 2.50416 -3.37507 0.51907  0.0694
C: 3.49692 -3.58640 1.62762  -1.9568
C: 1.98657 -2.09533 0.23134  1.4375
S: 2.61133 -0.71634 1.09729  -0.3834
C: 0.72177 -5.24464 -2.27383  2.1811
C: -0.02217 -6.28672 -1.42189  -1.5375
C: -0.19523 -4.74491 -3.38556  -1.4924
C: 1.98172 -5.86609 -2.89869  -1.7142
N: 1.20535 0.09635 -2.37891  0.4404
N: 0.59276 -0.42373 -3.44924  -0.1719
C: 0.98305 -0.01606 -4.63681  0.0218
C: 2.05726 0.89446 -4.76489  -0.5892
C: 2.63921 1.47525 -3.67394  0.0715
C: 3.72584 2.51043 -3.77534  -1.8908
C: 2.12363 1.06853 -2.42577  1.2065
S: 2.71714 1.87738 -0.96758  -0.5002
C: 0.22789 -0.52412 -5.85112  2.1231
C: -0.93118 -1.43040 -5.44417  -1.1796
C: 1.20586 -1.29781 -6.74997  -1.6756
C: -0.32438 0.70217 -6.60240  -1.6718
C: -1.47591 0.85741 -1.22178  1.3377
S: -0.30474 2.14032 -0.94816  -0.2963
C: -3.83974 -2.59640 -1.72041  2.2766
C: -3.32025 -3.69795 -0.78972  -1.3072
C: -3.67944 -3.03343 -3.18839  -0.9633
C: -5.31711 -2.33313 -1.41128  -2.1801
H: -4.45974 2.47696 -1.57187  0.4589
H: -3.08235 2.93947 -2.57033  0.3499
H: -3.01037 3.14099 -0.81866  0.2517
H: -4.63777 0.06796 -1.87048  0.4578
H: 2.40115 -5.38437 -0.12652  0.4775
H: 3.73707 -4.64237 1.72601  0.4159
H: 3.10482 -3.23287 2.58351  0.4076
H: 4.42415 -3.04373 1.42752  0.4322
H: -0.89569 -5.85282 -0.92865  0.2255
H: 0.61323 -6.74093 -0.65777  0.3732
H: -0.37008 -7.09299 -2.06929  0.4875
H: -1.13060 -4.34524 -2.98855  -0.1186
H: -0.43180 -5.57773 -4.04864  0.5806
H: 0.28422 -3.96222 -3.97792  0.0523
H: 2.67061 -6.27575 -2.15660  0.3651
H: 2.52552 -5.13934 -3.50735  0.3658
H: 1.68597 -6.69084 -3.54829  0.4814
H: 2.38854 1.18330 -5.75543  0.4853
H: 3.96765 2.70893 -4.81620  0.4167
H: 4.63486 2.17655 -3.27237  0.4124
H: 3.41879 3.44840 -3.31001  0.4309
H: -0.59373 -2.31509 -4.90118  -0.4091
H: -1.45109 -1.75922 -6.34509  0.6817
H: -1.65104 -0.90472 -4.80994  0.2285
H: 1.64977 -2.14518 -6.22168  0.3300
H: 2.01216 -0.66715 -7.13155  0.3676
H: 0.66537 -1.68739 -7.61363  0.4888
H: -1.03186 1.26322 -5.98556  0.3426
H: -0.85351 0.36380 -7.49464  0.4623
H: 0.45965 1.38655 -6.93386  0.3834
H: -2.24986 -3.87214 -0.90853  -0.0872
H: -3.84604 -4.62591 -1.01768  0.4824
H: -3.51665 -3.45013 0.25692  0.4321
H: -2.62890 -3.10943 -3.47499  -0.1540
H: -4.17069 -2.32726 -3.86393  0.3425
H: -4.14616 -4.00986 -3.32976  0.4897
H: -5.45955 -1.89792 -0.41816  0.4526
H: -5.85206 -3.28315 -1.42797  0.4333
H: -5.79897 -1.69181 -2.15203  0.4292
C: 2.97135 4.73300 4.15750  -1.7152
C: 2.77845 3.57364 3.20542  1.3364
C: 3.52328 2.33193 3.65789  -1.0074
C: 3.13036 3.94837 1.78249  -1.4873
O: 1.32756 3.27634 3.16281  1.3643
Si: 0.26010 2.47603 4.02404  -1.2885
S: -0.22500 0.89529 2.22325  -0.1506
O: -1.16585 3.11717 4.21852  -0.1628
C: -1.92358 4.24999 3.63171  1.6365
C: -3.36343 4.01100 4.02342  -1.7554
C: -1.74347 4.22231 2.12238  -1.1304
C: -1.36432 5.51772 4.24222  -1.6006
O: 0.76678 1.45893 5.11238  0.4566
C: 0.36195 1.14969 6.52802  1.5468
C: 1.46291 0.26626 7.06316  -1.6803
C: -0.97304 0.44166 6.46673  -1.4213
C: 0.28334 2.46335 7.28320  -1.4741
H: 4.02570 5.01116 4.20077  0.4963
H: 2.65760 4.46028 5.16803  0.2883
H: 2.40210 5.60329 3.82962  0.3452
H: 4.59897 2.50729 3.61082  0.5687
H: 3.29188 1.47787 3.00974  0.0260
H: 3.26597 2.05830 4.68104  0.1712
H: 4.20152 4.12849 1.68478  0.5040
H: 2.59529 4.84363 1.46373  0.3691
H: 2.86817 3.12434 1.10013  0.0350
H: -3.73191 3.07412 3.60111  0.3573
H: -3.98694 4.82678 3.65631  0.4417
H: -3.46367 3.96702 5.10769  0.3943
H: -2.04114 3.24510 1.72372  0.1399
H: -0.70699 4.42516 1.83819  0.1225
H: -2.37708 4.98113 1.66112  0.6529
H: -1.51979 5.52886 5.32120  0.3974
H: -1.86304 6.39129 3.81976  0.4790
H: -0.29457 5.60813 4.03490  0.1678
H: 1.55316 -0.64127 6.46344  0.3565
H: 1.23325 -0.02241 8.08967  0.4418
H: 2.42152 0.78757 7.06476  0.3744
H: -0.88273 -0.51107 5.94005  0.3264
H: -1.72507 1.05905 5.96941  0.1751
H: -1.32798 0.23558 7.47758  0.4891
H: 1.24005 2.98975 7.24773  0.3190
H: 0.04932 2.27496 8.33160  0.5385
H: -0.50269 3.10645 6.87835  0.2270

Its spin multiplicity is 2. For the LUMO energy (spin up / spin down), the calculation gives -11.0 / -10.5 eV. The total charge is +3. The calculation puts the gap between HOMO and LUMO (spin up / spin down) at 5.65 / 6.11 eV. As for the expectation value of S²: 0.7770.